DFT (ωB97M-V/def2-TZVPD) results for a molecular structure, C42H47Cl4N5O4STi at a distorted geometry.

Positions of all 104 atoms, in Å:
Ti 0.41967 -0.94265 1.00791
Cl 5.20561 1.98790 2.73827
Cl -1.82833 -1.56754 2.68680
Cl -1.47961 -3.27305 0.43244
Cl 3.40894 -0.08024 3.83012
S 1.19517 -2.71013 2.84523
O 1.13850 -2.75282 1.35475
O 0.25076 -3.60233 3.45821
O 1.88604 0.11481 0.87510
O 0.99145 -1.29025 3.16939
N 3.22475 2.24379 -1.45710
N 6.38646 -0.48215 -0.09925
N 3.11316 -0.36770 0.81188
N 0.18458 -1.03132 -0.89673
N -0.70907 0.61740 0.99196
C 0.38741 2.03934 3.36131
C -0.81147 4.84068 -1.23771
C -1.55828 1.41155 1.82434
C -4.72297 -0.22120 1.02477
C 0.09994 0.29878 -1.21006
C -3.25473 3.09781 3.26253
C 0.87493 0.80674 -3.67192
C -0.38235 1.16134 -0.22072
C 3.93172 0.28082 0.06341
C -2.93009 1.46070 1.52341
C 4.78732 1.01037 4.15351
C 5.29009 -0.15388 -0.00678
C -3.75869 2.30371 2.25004
C -3.53495 0.56759 0.45846
C -0.88559 3.74620 -0.34291
C -0.34475 4.72130 -2.52207
C 2.54838 -2.71749 -1.54798
C -2.33137 -3.11315 1.97706
C -1.10619 -2.98636 -3.78166
C 0.13019 -1.97198 -1.97260
C 0.97923 1.87364 -4.59644
C -3.97360 1.38553 -0.75912
C 0.48357 1.83472 4.87492
C -1.91621 3.00356 3.59633
C 1.16976 3.26924 2.89249
C -3.52798 -2.17424 -2.20847
C -0.47252 2.51369 -0.77986
C -2.30600 -1.27072 -2.42770
C -1.05783 -2.08068 -2.73117
C 0.08173 3.45849 -3.00766
C 1.23310 -2.78990 -2.29376
C 2.92538 -4.07902 -0.95599
C -2.61936 -0.27798 -3.55354
C -0.02814 -3.79079 -4.09565
C 2.81615 -3.27368 3.32245
C 0.59943 3.15622 -4.29380
C 1.13047 -3.68508 -3.35193
C 0.37354 1.06691 -2.42370
C 3.65445 -2.19313 -2.46887
C -0.00506 2.39865 -2.11462
C 3.55745 1.38717 -0.76759
C -1.05848 2.14133 2.92088
H 1.38575 1.66349 -5.57750
H 2.22889 3.16370 3.13294
H -4.64189 2.19235 -0.45414
H -2.12596 -0.70474 -1.51492
H -4.50876 0.75267 -1.46930
H -3.30169 -2.98199 -1.51734
H 3.85834 -3.99723 -0.39490
H -3.54065 0.26073 -3.32748
H -0.08546 -4.49421 -4.91586
H 2.14169 -4.41936 -0.28281
H -4.48099 -0.63535 2.00379
H -1.52940 3.61976 4.39725
H -2.76399 -0.14413 0.15916
H -1.25825 3.90184 0.66200
H 0.81604 1.16651 2.88176
H 0.79131 4.17533 3.37056
H -3.90863 3.77270 3.79989
H 3.73976 -2.81597 -3.35999
H -4.35130 -1.58485 -1.80063
H 1.18461 -0.18783 -3.96916
H -2.01372 -3.91134 2.63795
H -3.40065 -3.08844 1.79642
H -0.04801 2.61253 5.42300
H -3.11369 1.82688 -1.26410
H -1.82071 0.45310 -3.67168
H -2.75738 -0.79963 -4.50204
H 4.49899 1.69708 4.94100
H 2.89640 -3.20773 4.40361
H 3.57650 -2.67745 2.82716
H 1.08125 3.38435 1.81051
H -2.01452 -3.06991 -4.36461
H -4.81355 2.34942 2.01036
H -3.86518 -2.61130 -3.14918
H 0.05019 0.87150 5.14613
H -4.98849 -1.03696 0.35054
H -5.59923 0.41898 1.13058
H 3.44155 -1.17038 -2.78972
H -0.29898 5.58897 -3.16829
H -1.13561 5.80978 -0.88031
H 2.86211 -4.31043 2.99731
H 2.42372 -2.02460 -0.72374
H 1.52193 1.85096 5.20212
H 3.06158 -4.82729 -1.73723
H 1.97600 -4.31396 -3.59980
H 0.70154 3.94537 -5.02830
H 4.61962 -2.20345 -1.96018
H 5.65317 0.41999 4.42855

E   -143999.630 eV
ΔE to the lowest compared entry with this formula, charge and spin   0.00 kcal/mol
Charge   0
HOMO-LUMO gap (spin up / spin down)   6.58 / 6.57 eV



DFT (ωB97M-V/def2-TZVPD) results for a molecular structure, C42H48BaN7O5P2 at a distorted geometry.

Positions of all 105 atoms, in Å:
Ba 0.06498 -0.33570 -0.35340
P -2.11294 2.53225 -2.58020
P 2.71221 -1.95751 0.89669
O -3.17680 -3.82720 1.76768
O -2.59307 -2.51531 0.11603
O -0.04564 2.36896 -0.10213
O -1.35008 -4.14445 0.62893
O -0.32734 4.51648 0.37281
N -2.41082 -3.50124 0.85898
N 0.49468 -3.59327 -4.31468
N 0.28206 -0.03900 -4.22581
N 0.51995 -4.33638 -3.19400
N 0.88758 0.00934 2.26982
N -0.15448 -0.30703 -6.95966
N 0.32222 -2.27719 -2.53154
C -2.54535 4.33961 -4.62620
C 0.34356 1.14963 2.92811
C 0.38323 -3.53045 -2.13491
C -5.32017 4.10763 -4.75678
C 0.04181 -1.36992 -6.17933
C 3.98020 -3.70077 -0.96306
C -1.55782 2.47435 3.65429
C 4.98911 -0.48051 2.00150
C 0.24779 -1.24090 -4.80990
C -0.73337 3.47048 4.14653
C 3.85100 -0.50999 1.01377
C 1.19295 2.13882 3.45621
C 0.66517 -1.27830 4.35877
C -1.92084 3.64141 -1.15692
C 4.94894 -3.79140 1.32212
C 2.69788 2.05673 3.34880
C -2.01744 0.34606 2.44160
C 0.64220 3.24609 4.06229
C 0.12976 1.01449 -5.00420
C -3.93045 1.33301 -0.60735
C 0.82634 -2.46185 5.03702
C -3.37022 0.21416 -2.67344
C 3.64802 -3.56938 0.52949
C -4.60935 3.40081 -3.79548
C 4.31416 -0.05572 -0.36646
C -4.93641 -0.77284 -1.15738
C -4.76151 0.27152 -0.26946
C -3.21320 3.48420 -3.73101
C 2.20181 -3.27627 3.30146
C -4.25095 -0.80915 -2.36781
C -1.05168 1.34719 3.01696
C 1.60282 -3.49893 4.52804
C -0.11154 0.89676 -6.37773
C -3.23052 1.30094 -1.82903
C 1.77738 -4.78457 5.29976
C 1.17906 -1.06573 3.05507
C -3.26941 5.09226 -5.55200
C -0.64351 3.50406 -0.24143
C -4.64351 4.95465 -5.63246
C 0.38146 -2.36263 -3.88573
C 2.01173 -2.12011 2.56044
C -1.31231 4.76002 4.69252
H 1.32009 4.01383 4.39809
H 0.02172 -0.53118 4.77892
H -1.23628 5.56279 3.94659
H 2.85970 -4.08189 2.93887
H 4.75351 0.94301 -0.28394
H -0.80691 5.08072 5.61447
H 4.66935 -0.87900 2.97259
H 2.54432 -5.40324 4.85001
H -0.26568 1.77941 -6.96824
H -3.79412 2.14610 0.09419
H 0.04038 -2.37730 -6.61013
H 4.38052 -4.71304 -1.14309
H -2.75255 5.70628 -6.27974
H 5.87146 -1.04555 1.65653
H 5.09671 -0.71414 -0.76094
H 4.82149 -3.62925 2.40370
H 5.72082 -3.12182 0.96799
H 2.05794 -4.62816 6.33997
H -4.35600 -1.68229 -3.02048
H 3.09982 0.21613 1.36844
H -5.58032 -1.59806 -0.89496
H -1.75881 -0.69057 2.69110
H -5.18301 5.49491 -6.37401
H -5.20380 0.24859 0.71302
H 3.11471 -3.53982 -1.58242
H 3.50277 -0.03933 -1.08937
H 0.32225 -2.64132 5.99301
H -5.10598 2.72481 -3.12716
H -2.79296 3.58013 -0.49029
H -1.46789 4.38582 -4.61515
H 0.63564 -5.33645 -3.21698
H -2.79989 0.20279 -3.59009
H 2.93238 -4.34164 0.82947
H -2.63856 2.61917 3.71127
H 0.35319 -3.82784 -1.08898
H -2.08380 0.41634 1.36304
H -1.92551 4.67676 -1.52697
H 0.19791 1.97705 -4.49476
H 3.16796 2.88879 3.84483
H -2.36056 4.61675 4.96394
H 2.94296 2.09886 2.28413
H 4.76440 -3.00905 -1.26970
H 5.29572 0.55447 2.16181
H 3.10258 1.12507 3.71671
H -6.39573 3.96672 -4.80268
H -3.03065 0.53385 2.81351
H 5.33231 -4.80093 1.18863
H 0.87700 -5.38546 5.33902

E   -84274.488 eV
ΔE to the lowest compared entry with this formula, charge and spin   0.00 kcal/mol
Charge   -1
HOMO-LUMO gap   5.69 eV



DFT (ωB97M-V/def2-TZVPD) results for a molecular structure, C42H48IN6RuS2Sb.

Positions of all 101 atoms, in Å:
I 0.02027 -5.05225 0.41073
Sb 0.50879 1.71379 -1.83077
Ru -0.27637 -1.57834 1.05019
S 0.44882 -2.50729 2.98347
S -0.64533 0.25684 2.35903
N -2.21862 -0.99937 -0.39568
N 0.36235 -1.74642 9.11067
N 0.20326 -1.96544 -1.01694
N 2.04928 -1.24429 0.79622
N -1.85541 -3.03618 1.51776
N -0.90611 2.04295 8.28104
C 0.63109 2.83198 -4.83773
C -0.49401 4.75622 -1.91016
C 2.50746 2.73365 0.16653
C -2.36207 -5.28351 2.19079
C -4.44685 -0.42204 -1.06993
C -2.23799 2.97492 -1.90127
C -4.30633 -1.06076 -2.27694
C -0.76321 -2.19443 -1.91203
C 0.46622 1.54615 -4.03577
C -0.86310 3.38015 -1.36781
C 3.02813 3.67774 -2.08243
C 2.69193 0.08421 2.78625
C -0.45176 0.34360 6.38814
C 0.27329 -1.83963 5.64550
C -2.88021 -2.62558 2.27707
C -2.08716 -1.60548 -1.59790
C 0.00772 -0.95081 6.67855
C -3.66920 -3.47624 3.02316
C -0.95683 3.45660 0.15608
C 1.46101 -2.34235 -1.26903
C -0.66223 0.72975 5.07136
C 4.57467 -2.46448 0.80042
C 3.49590 1.28903 -1.57937
C 2.96201 -0.94333 1.73575
C 4.22519 -1.53826 1.75047
C 1.56993 0.56332 -4.42666
C -1.60826 -4.35549 1.49438
C -3.08583 -1.64447 -2.55562
C 2.52787 2.44818 -1.33454
C -3.39035 -0.37178 -0.15688
C 1.80880 -2.93731 -2.47351
C -3.62058 0.50746 1.03442
C 0.80554 -3.24148 -3.37420
C 2.43926 -2.09246 -0.18918
C 0.20143 -1.37707 8.03545
C 0.08417 -1.43727 4.33076
C 3.66104 -2.73522 -0.20653
C -0.50047 -2.88349 -3.08777
C -0.40687 -0.16778 4.04115
C -0.87211 0.90164 -4.40233
C -0.70880 1.28457 7.44199
C -3.40610 -4.83349 2.98009
H 0.64659 2.59737 -5.90864
H -0.38147 4.76989 -2.99313
H -0.19842 3.52069 -4.67724
H -3.99800 -5.53482 3.55244
H -2.31127 3.09980 -2.98159
H 4.91285 -1.25438 2.53543
H 4.47979 1.55244 -1.17436
H 2.79121 -0.35884 3.77839
H 3.44243 0.87189 2.69931
H 3.63195 1.07005 -2.63669
H -1.04222 -0.02518 -3.84651
H 3.12193 3.49540 -3.15350
H 1.55833 3.35583 -4.60808
H 1.57822 -0.32845 -3.79206
H 5.53703 -2.95706 0.82415
H 1.04046 -3.73688 -4.30655
H -1.29076 -3.12595 -3.77929
H 0.42823 5.13121 -1.46610
H -0.87060 0.65103 -5.46943
H -4.46626 -3.07137 3.62927
H 3.89606 -3.44949 -0.98002
H -3.31917 1.52754 0.78113
H 1.41427 0.23274 -5.46002
H 4.02578 3.94690 -1.71639
H -2.11834 -6.33314 2.12636
H -3.00358 3.61858 -1.45301
H 3.17069 0.37361 -1.08011
H -4.68161 0.52747 1.27808
H -2.49260 1.93785 -1.66064
H -1.28362 5.47289 -1.65588
H -3.03833 0.24164 1.90434
H 2.83989 -3.15676 -2.70210
H -5.36771 0.08410 -0.81581
H 2.38621 4.54563 -1.93855
H -2.91627 -2.10718 -3.51408
H 2.55812 1.02021 -4.38476
H -1.02660 1.72546 4.85612
H -5.11185 -1.08505 -2.99778
H 2.02582 1.93420 0.73524
H -1.72291 1.55690 -4.22575
H -0.04468 3.83326 0.61574
H 1.99434 3.66706 0.39684
H 3.53625 2.83443 0.53194
H 0.62741 -2.83620 5.87344
H -1.17832 2.48702 0.60626
H 1.71112 0.52835 2.68250
H -1.76503 4.14422 0.43229
H -3.05866 -1.56388 2.29231

E   -92159.405 eV
ΔE to the lowest compared entry with this formula, charge and spin   29.76 kcal/mol
Charge   +1
HOMO-LUMO gap (spin up / spin down)   6.23 / 5.86 eV
<S²>   0.76
Spin multiplicity   2